1.
Computed, not measured: C6H10F2 in the gas phase, with wB97M-V/def2-TZVPD.

Last column: natural (NBO) charge in e.
Cartesian coordinates (Å):
C  -2.8665  -0.1663  0.1433  -0.61
C  -1.4637  -0.6849  -0.2236  -0.39
C  -0.3749  0.1110  0.4980  -0.27
C  -0.1733  1.5954  -0.0190  -0.40
C  1.2238  1.1314  -0.6170  -0.48
C  1.0382  -0.2027  0.0212  0.69
F  1.1611  -1.2662  -0.8623  -0.35
F  1.7672  -0.4744  1.1321  -0.34
H  -3.6933  -0.8627  -0.0088  0.22
H  -2.9241  0.1155  1.1585  0.20
H  -3.0101  0.8062  -0.4446  0.20
H  -1.3953  -0.5883  -1.2994  0.20
H  -1.3449  -1.7805  -0.0311  0.21
H  -0.5119  0.0070  1.5312  0.22
H  -0.7870  1.9443  -0.8514  0.21
H  -0.1879  2.3884  0.7396  0.21
H  1.0940  1.0503  -1.6932  0.23
H  2.1050  1.8826  -0.3459  0.23

As for the orbital gap: 11.900 eV.



2.
Computed, not measured: C4H10O2 in the gas phase, with wB97M-V/def2-TZVPD.

Last column: natural (NBO) charge in e.
Cartesian coordinates (Å):
C  1.9016  0.7716  -0.9201  -0.25
O  0.5887  0.2704  -0.8722  -0.56
C  0.4385  -0.7963  0.0507  -0.06
C  -1.0585  -1.0831  0.1830  -0.47
C  -1.7893  0.0159  0.9710  -0.20
O  -1.2396  1.4923  0.5821  -0.79
H  2.6043  -0.0125  -1.2363  0.17
H  1.9161  1.5820  -1.6523  0.20
H  2.2217  1.1617  0.0576  0.17
H  0.8721  -0.5202  1.0270  0.17
H  0.9939  -1.6711  -0.3284  0.17
H  -1.4647  -1.2008  -0.8260  0.22
H  -1.1774  -2.0624  0.6766  0.23
H  -2.4918  0.8141  0.5196  0.35
H  -1.5090  -0.0878  2.0347  0.18
H  -0.8067  1.3264  -0.2670  0.48

As for the orbital gap: 9.885 eV.